A cluster of 11 separate species, C47H65N3O10 in total, computed with ωB97M-V/def2-TZVPD.

```
125
C47H65N3O10, DFT ωB97M-V/def2-TZVPD
C -1.55 1.70 -6.57
H 1.84 -0.08 2.85
C 4.72 0.02 10.57
H 2.46 4.77 -1.62
H -6.71 -7.00 -0.05
H 0.83 -2.55 0.54
C 1.53 -4.63 -3.06
H -1.15 -8.14 8.08
C 3.23 -1.12 9.25
H 1.25 7.57 2.20
H -7.38 1.74 0.88
H 0.95 6.42 -1.83
C 0.53 -1.54 0.26
H 4.25 0.69 -3.24
C -2.89 3.67 -7.92
O -4.11 -6.99 0.10
C 0.79 -5.73 -2.63
H -2.54 5.99 -2.68
O -2.39 5.60 4.20
H -8.13 -0.95 -3.29
H 2.28 -1.65 2.43
C 6.83 2.89 -2.71
C -7.57 1.25 -0.07
O -4.99 -5.11 -0.32
H 4.17 -2.00 7.38
H 6.63 0.49 9.71
H 0.17 1.10 -1.33
H 6.31 -0.78 7.67
N -3.84 7.00 -3.91
C -0.88 -1.34 -0.38
C 1.38 -6.74 -1.92
C -6.85 -0.54 -1.59
C 5.68 0.01 9.55
H -1.07 -2.31 -0.83
C -6.69 0.22 -0.46
H 1.12 -7.12 8.82
O 4.84 0.01 -5.27
H -2.17 3.27 2.75
C 2.76 5.03 0.49
C 3.91 0.59 -4.27
H 2.73 -0.67 11.23
H -3.39 4.44 -8.49
H 0.29 2.52 -7.23
C 2.36 5.80 1.62
H 6.56 3.65 -3.45
C 0.94 7.25 0.18
H 0.80 -7.50 -1.42
C 3.56 -5.66 -2.39
H -9.80 0.80 -2.56
H 3.55 4.34 0.78
H 3.50 -3.76 -3.22
H 3.06 -0.08 -4.32
H -4.77 2.72 -7.40
H -1.10 1.25 -0.11
N -4.99 -6.32 -0.41
C -6.17 -6.94 -1.00
O 0.55 -0.74 1.46
H -3.07 5.10 -4.14
H -6.13 -1.28 -1.89
C -1.01 -5.55 6.01
H 3.23 -7.51 -1.29
C -8.78 1.28 -0.77
C -0.89 0.92 -1.13
C -2.99 1.70 -6.62
H 6.77 -0.69 -5.51
H -6.69 -6.37 -1.77
H -5.76 0.02 0.07
O 6.50 1.62 -3.15
C -1.42 -6.77 6.52
O -1.07 -0.42 -1.44
C -8.92 0.61 -1.96
H -5.92 -7.93 -1.37
H 0.48 -4.11 5.86
H 3.73 1.63 -4.56
C 0.52 -6.73 8.01
C 2.91 -4.61 -2.92
C -0.78 2.64 -7.22
H -1.65 -1.27 0.38
H -0.72 4.01 3.49
H -1.42 1.59 -1.81
C -3.39 5.71 -3.30
C 6.20 -0.13 -4.77
H 5.02 0.42 11.53
C 3.47 -0.50 10.46
O -4.84 7.52 -3.50
H 6.18 -0.79 -3.90
C -7.95 -0.37 -2.40
C -1.48 4.11 2.71
N -2.40 5.22 3.07
H -0.85 4.39 -8.37
H 4.64 -5.74 -2.39
H -1.11 0.85 -6.07
H -0.26 -5.84 -2.89
C 1.56 6.96 1.36
O -3.02 7.46 -4.69
H 6.34 3.08 -1.76
H 2.08 -5.47 7.59
C 1.37 6.44 -0.83
C -0.67 -7.33 7.56
C -1.48 3.63 -7.93
H -1.08 4.38 1.74
C 6.89 1.25 -4.48
H -1.50 -5.09 5.16
C 5.50 -0.74 8.39
H 7.91 2.81 -2.65
H -3.53 0.94 -6.07
H -4.23 5.22 -2.79
C 1.86 -0.74 1.99
H 7.98 1.13 -4.44
H 2.61 -0.23 1.39
H 2.25 -1.48 8.97
H 1.04 -3.89 -3.67
H 0.28 8.10 0.11
C 4.27 -1.34 8.24
H 1.30 -1.18 -0.42
H 2.69 5.53 2.61
H -2.33 -7.20 6.12
C 2.18 5.32 -0.73
O -3.05 5.73 2.17
C 2.78 -6.70 -1.85
H -9.56 1.89 -0.35
C 1.04 -5.69 7.37
H 6.60 1.98 -5.23
C -3.69 2.72 -7.28
C 0.27 -5.02 6.39
```

Results
- molar mass (g mol⁻¹) = 832.05
- largest force on an atom (eV Å⁻¹) = 3.67

Mulliken atomic charge list, values in e, 99 entries: C -0.39; H 0.29; C -0.20; H 0.48; H 0.28; H 0.48; C -0.51; H 0.32; C -0.27; H 0.35; H 0.37; H 0.32; C -0.41; H 0.29; C -0.27; O -0.52; C -0.31; H 0.24; O -0.54; H 0.38; H 0.31; C -0.69; C -0.57; O -0.47; H 0.36; H 0.34; H 0.22; H 0.36; N 0.88; C -0.57; C -0.55; C -0.36; C -0.44; H 0.38; C -0.25; H 0.34; O -0.41; H 0.30; C -0.35; C -0.67; H 0.35; H 0.36; H 0.44; C -0.40; H 0.30; C -0.46; H 0.42; C -0.60; H 0.34; H 0.37; H 0.48; H 0.28; H 0.43; H 0.32; N 0.79; C -0.62; O -0.30; H 0.25; H 0.36; C -0.47; H 0.32; C -0.35; C -0.68; C -0.39; H 0.38; H 0.27; H 0.37; O -0.27; C -0.27; O -0.41; C -0.29; H 0.27; H 0.37; H 0.28; C -0.27; C -0.18; C -0.36; H 0.34; H 0.30; H 0.28; C -0.60; C -0.51; H 0.32; C -0.52; O -0.52; H 0.29; C -0.34; C -0.68; N 0.93; H 0.34; H 0.38; H 0.39; H 0.39; C -0.41; O -0.53; H 0.18; H 0.36; C -0.30; C -0.40

***

A structure of composition C47H68N12O25Sn, computed with ωB97M-V/def2-TZVPD.

```
153
C47H68N12O25Sn, DFT ωB97M-V/def2-TZVPD
H 2.38 -3.92 -2.77
O -1.85 -4.25 1.15
C 1.10 3.58 2.59
C -5.07 -1.76 6.17
N -3.46 -5.75 -0.97
H -4.01 4.31 -5.06
H 2.79 2.95 3.66
N 5.93 0.23 0.58
O 7.39 0.40 -2.75
C 0.23 -3.15 -6.02
N 0.63 -5.02 0.11
H 2.40 -2.93 0.02
H 1.70 -0.73 3.14
H -4.11 -0.01 0.01
C -3.85 4.07 1.46
H 3.25 -4.26 -4.99
C -2.74 2.52 -7.67
N -3.02 4.90 0.87
H -1.11 2.72 3.78
H -2.82 2.51 -3.86
C -4.41 -2.63 5.34
O -2.69 -2.99 -0.35
H -0.52 4.27 -1.25
H 0.35 3.66 -3.18
H -3.38 5.84 0.87
H 7.78 -0.47 -2.87
O 2.09 -3.65 -7.34
O 2.09 -5.92 -1.30
H 5.19 -0.45 0.50
H -3.64 -2.88 3.33
C 1.93 4.58 4.68
H -1.44 -2.74 -4.62
H 2.75 2.05 7.37
C -0.41 -3.06 -4.71
H 3.81 1.03 0.99
C -3.51 3.54 -5.63
N -3.54 1.12 -1.85
H -0.31 -4.89 0.47
O -0.96 2.44 -0.21
H -0.76 6.20 3.40
C 4.31 -1.01 -3.89
C -5.51 -0.51 5.65
N -1.47 0.65 2.61
H -2.64 2.47 -8.74
H 1.37 -4.61 0.65
O 0.86 6.47 5.55
H 4.06 2.78 1.01
O -4.76 4.49 2.10
O 1.57 -0.50 4.06
N -1.11 1.90 4.38
O 6.54 2.43 0.63
C 0.98 -5.79 -0.87
H 2.94 -3.19 -7.37
H 6.29 -1.57 -4.18
C 1.77 -3.74 -3.65
H -2.51 2.79 0.77
O -5.25 -2.08 7.44
H -5.91 0.29 6.26
H -3.74 2.04 1.78
H -4.12 -4.20 -3.60
H -5.43 -1.41 8.11
O -4.07 -0.54 2.34
C -1.35 0.79 3.90
Sn -0.06 -0.64 -0.90
C 3.10 1.60 6.45
C -2.77 2.59 -4.93
H -3.42 1.82 -2.56
O 5.09 2.94 6.27
H -3.23 -4.86 -0.57
O 1.41 2.66 1.58
O -1.95 -2.04 1.29
H 5.59 1.94 -1.85
C 5.67 1.53 0.74
H 5.46 1.74 4.04
H -3.29 -1.07 2.17
C 1.56 -3.63 -6.04
H 0.17 -3.84 -1.70
H -3.60 -6.58 -0.41
H 3.87 0.02 2.97
O -4.50 -6.54 -2.71
C 2.23 0.64 5.90
H -1.52 1.54 2.13
C -0.79 3.22 -1.41
C 1.02 5.57 4.58
H -5.36 0.92 4.26
H -3.75 -1.60 -0.59
C -3.75 -0.21 -1.94
C 5.62 -0.86 -3.74
H -0.65 4.31 1.81
C 2.01 3.69 3.67
H -1.70 3.36 -1.98
O 1.87 -1.48 1.50
H -0.93 -5.97 -0.85
N -3.88 -4.36 -2.64
H 3.92 -3.38 2.71
H -1.91 -0.15 2.18
C 3.69 0.49 3.92
C 0.43 -3.31 -3.59
C 6.09 0.19 -2.95
C 3.22 -3.66 1.93
H 1.34 0.36 6.44
C 4.27 1.96 5.79
H -3.40 -3.72 -2.03
H -0.16 -2.72 -6.93
H -0.90 0.93 -4.18
C 5.18 1.13 -2.43
N 4.43 1.84 0.98
H 1.25 2.95 -1.99
C -2.18 1.54 -5.58
C 4.58 1.40 4.56
H 6.86 -0.14 0.43
C 2.53 0.12 4.67
O 2.06 -0.41 -3.33
C -5.08 -0.11 4.48
H 3.68 -2.00 0.65
H 3.96 -4.17 1.32
O -1.57 0.62 -4.80
N -3.35 2.86 1.33
H -2.10 4.63 0.55
C -3.49 3.53 -7.07
C -2.15 -3.12 0.68
O -1.50 -0.14 4.67
C -2.09 1.48 -6.90
C 0.29 2.83 -2.48
H 0.11 7.04 5.34
O 0.44 1.60 -3.19
C 0.04 5.48 3.51
C -4.38 -0.91 3.61
C 3.41 -0.14 -3.25
C 2.23 -3.91 -4.95
H 5.68 3.13 5.54
O -0.11 -3.17 -2.33
C -4.16 -2.22 4.01
N -4.11 -0.67 -0.76
H 0.72 2.52 0.93
O -4.19 4.45 -7.83
H -4.14 4.28 -8.77
H -0.23 -6.36 -2.41
O -3.57 -0.78 -3.00
C 0.14 4.50 2.51
H -1.59 0.62 -7.33
H -3.33 1.49 -0.93
C 2.73 -2.44 0.93
C 3.82 0.96 -2.52
H 2.57 4.55 5.55
H -4.00 -3.59 5.64
H 3.13 1.65 -2.06
H -1.29 1.91 5.37
H 3.83 -1.84 -4.39
N -0.12 -6.03 -1.46
O 2.36 -4.65 2.38
H 1.61 0.40 -3.59
C -4.03 -5.56 -2.11
```

Results
- net charge = -4
- molar mass (g mol⁻¹) = 1319.83
- largest force on an atom (eV Å⁻¹) = 10.99

Mulliken atomic charge list, values in e, 99 entries: H 0.59; O -1.10; C 0.27; C 0.91; N -0.22; H 0.44; H 0.23; N -0.09; O -0.59; C -0.48; N 0.05; H -0.54; H 0.02; H 0.13; C 0.43; H 0.39; C -0.46; N -0.22; H -0.12; H -0.52; C -0.77; O -0.79; H 0.47; H 0.30; H 0.21; H 0.26; O -0.63; O -0.71; H -0.03; H 0.53; C -0.32; H 0.51; H 0.32; C -0.40; H -0.37; C -0.76; N -0.16; H -0.03; O 0.02; H 0.30; C -0.78; C -0.71; N 1.61; H 0.22; H -0.19; O -0.60; H -0.02; O -0.80; O -0.23; N -0.02; O -0.85; C 0.31; H 0.30; H 0.30; C -0.09; H -0.40; O -0.57; H 0.20; H 0.06; H 0.18; H 0.29; O -0.16; C 0.33; Sn 0.19; C -0.33; C 0.96; H -0.02; O -0.62; H 0.13; O 0.33; O -1.07; H 0.28; C 0.41; H 0.22; H -0.35; C 0.42; H -0.41; H 0.18; H 0.42; O -0.85; C -0.65; H -0.73; C -0.50; C 0.54; H 0.42; H 0.55; C 0.32; C -0.31; H 0.63; C -0.46; H 0.16; O -0.11; H 0.30; N -0.18; H 0.36; H -0.20; C -0.65; C -0.13; C 0.63

***

For the records above, the corresponding orbital gap values read 9.23 2.62 eV.
For the records above, the corresponding HOMO values read -9.1 3.1 eV.